(1)
{"formula": "C29H68BBrIN4O13PS", "method": "the ωB97M-V functional and the def2-TZVPD basis", "symbols": ["C", "C", "C", "C", "O", "C", "B", "N", "O", "C", "C", "C", "C", "C", "Br", "O", "S", "O", "O", "C", "O", "P", "O", "I", "H", "H", "H", "H", "H", "H", "H", "H", "H", "H", "H", "H", "H", "H", "H", "H", "H", "H", "H", "H", "H", "H", "H", "C", "O", "C", "C", "N", "C", "C", "O", "C", "H", "H", "H", "H", "H", "H", "H", "H", "H", "H", "H", "H", "H", "H", "H", "C", "O", "C", "C", "N", "C", "C", "O", "C", "H", "H", "H", "H", "H", "H", "H", "H", "H", "H", "H", "H", "H", "H", "H", "C", "O", "C", "C", "N", "C", "C", "O", "C", "H", "H", "H", "H", "H", "H", "H", "H", "H", "H", "H", "H", "H", "H", "H"], "coordinates": [[5.12, 1.23, 3.91], [4.83, 0.02, 2.82], [3.78, 0.45, 1.62], [2.30, -0.32, 1.75], [1.17, 0.56, 1.90], [0.85, 1.08, 3.21], [1.44, 2.65, 3.27], [1.75, 3.42, 2.00], [1.75, 3.36, 4.55], [1.42, 0.33, 4.53], [0.72, -1.18, 4.71], [1.79, -2.30, 5.31], [1.56, -3.66, 4.37], [2.34, -4.98, 4.93], [2.04, -6.43, 3.54], [-0.48, -0.98, 5.53], [-1.86, -0.73, 4.57], [-2.33, -2.18, 4.18], [-1.56, 0.03, 3.10], [-0.81, 1.28, 3.18], [-1.00, 1.88, 1.80], [-1.48, 2.63, 4.33], [-3.24, 2.54, 4.10], [-1.18, 2.24, 6.72], [4.36, 2.12, 3.84], [6.21, 1.69, 3.83], [5.02, 0.74, 4.98], [4.52, -0.98, 3.38], [5.88, -0.22, 2.32], [4.31, 0.11, 0.61], [3.66, 1.63, 1.51], [2.40, -1.22, 2.48], [2.17, -0.82, 0.67], [1.24, 3.06, 1.16], [1.65, 4.45, 2.12], [1.63, 4.32, 4.32], [2.59, 0.10, 4.47], [1.31, 0.98, 5.53], [0.47, -1.53, 3.60], [2.91, -1.96, 5.12], [1.62, -2.49, 6.45], [1.87, -3.33, 3.28], [0.37, -3.81, 4.34], [1.83, -5.34, 5.93], [3.50, -4.82, 5.02], [-1.99, 1.73, 1.63], [-3.61, 3.15, 4.82], [-3.17, 6.70, 5.56], [-4.12, 6.07, 4.70], [-5.44, 6.63, 4.83], [-5.85, 7.32, 3.52], [-5.07, 8.55, 3.31], [-5.25, 9.13, 1.98], [-4.72, 8.32, 0.78], [-3.30, 8.20, 0.76], [-2.79, 7.08, 1.48], [-2.22, 6.17, 5.47], [-3.02, 7.74, 5.27], [-3.50, 6.64, 6.61], [-5.52, 7.31, 5.69], [-6.11, 5.79, 5.01], [-6.91, 7.56, 3.56], [-5.68, 6.61, 2.70], [-4.08, 8.34, 3.44], [-4.73, 10.09, 1.99], [-6.31, 9.35, 1.82], [-4.98, 8.87, -0.13], [-5.20, 7.34, 0.68], [-3.47, 6.23, 1.48], [-2.56, 7.38, 2.51], [-1.85, 6.78, 1.02], [-0.68, 1.90, -4.92], [-1.17, 0.57, -4.84], [-0.54, -0.31, -5.78], [0.27, -1.38, -5.03], [1.45, -0.79, -4.39], [2.14, -1.71, -3.48], [1.38, -2.13, -2.21], [1.16, -1.06, -1.29], [-0.03, -0.33, -1.52], [-1.27, 2.52, -4.24], [0.36, 1.94, -4.61], [-0.79, 2.30, -5.93], [0.08, 0.23, -6.50], [-1.34, -0.81, -6.34], [0.59, -2.15, -5.74], [-0.39, -1.84, -4.29], [1.17, 0.03, -3.87], [3.06, -1.21, -3.17], [2.44, -2.61, -4.04], [2.02, -2.85, -1.68], [0.45, -2.67, -2.43], [-0.83, -0.95, -1.94], [0.17, 0.52, -2.17], [-0.37, 0.07, -0.56], [0.18, -5.82, -3.89], [-0.52, -6.51, -4.92], [-0.80, -5.68, -6.05], [-0.04, -6.20, -7.28], [1.40, -5.97, -7.14], [2.20, -6.64, -8.17], [2.21, -8.19, -8.15], [2.86, -8.74, -7.00], [2.00, -8.93, -5.88], [0.28, -6.48, -3.03], [1.19, -5.54, -4.23], [-0.36, -4.92, -3.58], [-0.58, -4.62, -5.86], [-1.88, -5.76, -6.24], [-0.41, -5.69, -8.18], [-0.26, -7.27, -7.38], [1.70, -6.30, -6.23], [3.23, -6.30, -8.04], [1.88, -6.30, -9.16], [2.81, -8.51, -9.01], [1.22, -8.62, -8.30], [0.97, -9.16, -6.18], [2.03, -8.04, -5.24], [2.39, -9.76, -5.30]], "lowdin_charge": [-0.14, -0.25, -0.14, -0.16, -0.13, -0.28, -0.48, 0.14, -0.02, -0.05, -0.32, -0.12, -0.29, -0.56, 0.49, -0.38, 0.99, -0.44, -0.32, -0.58, -0.07, 0.62, -0.41, 0.51, 0.07, 0.08, 0.07, 0.09, 0.11, 0.11, 0.11, 0.11, 0.13, 0.08, 0.08, 0.11, 0.11, 0.11, 0.14, 0.11, 0.13, 0.11, 0.13, 0.09, 0.08, 0.14, 0.05, -0.11, -0.22, -0.20, -0.21, -0.06, -0.20, -0.22, -0.18, -0.10, 0.08, 0.08, 0.09, 0.12, 0.12, 0.12, 0.10, 0.07, 0.12, 0.12, 0.12, 0.11, 0.09, 0.07, 0.09, -0.12, -0.20, -0.20, -0.21, -0.05, -0.19, -0.21, -0.21, -0.08, 0.09, 0.08, 0.09, 0.12, 0.12, 0.12, 0.10, 0.07, 0.12, 0.11, 0.12, 0.10, 0.09, 0.07, 0.08, -0.11, -0.20, -0.20, -0.21, -0.06, -0.20, -0.22, -0.18, -0.10, 0.09, 0.08, 0.08, 0.11, 0.12, 0.12, 0.10, 0.07, 0.12, 0.12, 0.12, 0.11, 0.09, 0.07, 0.09], "energy_ha": -5978.69048, "gap_ev": 8.5, "multiplicity": 1}

(2)
{"formula": "C29H68BClN4O10PS", "method": "the ωB97M-V functional and the def2-TZVPD basis", "symbols": ["C", "C", "P", "C", "C", "C", "C", "S", "O", "O", "Cl", "C", "C", "C", "C", "C", "O", "C", "N", "C", "C", "O", "C", "B", "O", "N", "C", "C", "O", "H", "H", "H", "H", "H", "H", "H", "H", "H", "H", "H", "H", "H", "H", "H", "H", "H", "H", "H", "H", "H", "H", "H", "H", "H", "H", "H", "H", "H", "H", "H", "H", "H", "H", "H", "H", "H", "H", "C", "O", "C", "C", "N", "C", "C", "O", "C", "H", "H", "H", "H", "H", "H", "H", "H", "H", "H", "H", "H", "H", "H", "H", "C", "O", "C", "C", "N", "C", "C", "O", "C", "H", "H", "H", "H", "H", "H", "H", "H", "H", "H", "H", "H", "H", "H", "H"], "coordinates": [[1.58, 1.26, 4.63], [1.24, 2.49, 4.18], [1.58, 3.17, 2.42], [3.10, 4.15, 3.10], [4.19, 3.29, 3.73], [5.12, 2.59, 2.73], [6.37, 2.10, 3.48], [7.59, 3.39, 3.86], [7.50, 3.71, 5.25], [8.90, 2.96, 3.48], [7.04, 5.11, 2.86], [0.24, 2.01, 1.67], [0.85, 0.85, 0.85], [-0.12, 0.28, -0.19], [-0.36, 1.25, -1.35], [-1.47, -0.19, 0.37], [1.84, 3.95, 0.87], [0.79, 4.83, 0.55], [1.21, 5.80, -0.47], [0.22, 5.43, 1.86], [0.58, 6.89, 2.21], [1.86, 7.38, 1.86], [2.79, 7.44, 2.93], [-1.37, 5.47, 1.61], [-1.81, 5.71, 0.30], [-2.41, 5.29, 2.63], [-2.82, 3.89, 2.79], [-2.09, 5.93, 3.90], [0.43, 4.43, 2.85], [2.24, 1.18, 5.49], [1.18, 0.38, 4.13], [0.74, 3.17, 4.88], [2.52, 2.10, 2.18], [3.50, 4.72, 2.27], [2.73, 4.80, 3.88], [4.82, 3.96, 4.33], [3.82, 2.54, 4.43], [4.66, 1.69, 2.33], [5.44, 3.24, 1.92], [6.89, 1.29, 2.97], [6.06, 1.74, 4.46], [-0.46, 2.52, 1.00], [-0.39, 1.56, 2.44], [1.72, 1.26, 0.33], [1.23, 0.10, 1.55], [0.37, -0.60, -0.63], [0.54, 1.80, -1.61], [-1.08, 1.99, -0.99], [-0.82, 0.75, -2.20], [-2.26, -0.06, -0.37], [-1.43, -1.25, 0.64], [-1.78, 0.36, 1.26], [0.09, 4.17, 0.01], [0.42, 5.90, -1.10], [1.99, 5.41, -0.99], [0.35, 7.06, 3.27], [-0.13, 7.52, 1.65], [3.67, 6.88, 2.64], [2.40, 6.99, 3.85], [3.10, 8.47, 3.15], [-2.53, 5.08, 0.13], [-2.01, 3.16, 2.64], [-3.23, 3.70, 3.78], [-3.60, 3.64, 2.05], [-2.18, 7.01, 3.77], [-1.11, 5.65, 4.31], [-2.84, 5.64, 4.64], [2.07, -3.46, -7.09], [0.82, -4.03, -6.74], [0.90, -5.25, -6.02], [0.54, -5.07, -4.56], [1.57, -4.33, -3.84], [1.16, -3.85, -2.51], [-0.06, -2.94, -2.40], [0.12, -1.64, -2.93], [0.01, -1.53, -4.33], [1.88, -2.69, -7.85], [2.55, -2.98, -6.23], [2.74, -4.21, -7.51], [1.88, -5.72, -6.14], [0.16, -5.92, -6.47], [0.43, -6.06, -4.10], [-0.43, -4.57, -4.52], [1.85, -3.53, -4.39], [2.01, -3.30, -2.11], [1.01, -4.72, -1.87], [-0.25, -2.80, -1.33], [-0.97, -3.40, -2.80], [-0.74, -2.21, -4.74], [0.98, -1.70, -4.81], [-0.29, -0.51, -4.56], [-3.90, -8.55, 0.10], [-4.85, -8.37, -0.93], [-5.99, -7.60, -0.58], [-5.95, -6.21, -1.20], [-4.92, -5.38, -0.59], [-4.61, -4.15, -1.33], [-4.14, -4.26, -2.78], [-2.85, -4.81, -2.96], [-2.78, -6.22, -2.88], [-3.23, -9.35, -0.19], [-3.30, -7.65, 0.27], [-4.39, -8.83, 1.04], [-6.11, -7.54, 0.51], [-6.86, -8.12, -0.98], [-6.92, -5.73, -1.06], [-5.79, -6.35, -2.28], [-4.07, -5.92, -0.50], [-3.82, -3.65, -0.77], [-5.48, -3.50, -1.29], [-4.07, -3.24, -3.16], [-4.87, -4.77, -3.42], [-3.67, -6.70, -3.30], [-2.63, -6.55, -1.85], [-1.91, -6.54, -3.45]], "lowdin_charge": [-0.10, -0.24, 0.63, -0.24, -0.27, -0.26, -0.25, 0.36, -0.37, -0.36, 0.41, -0.27, -0.23, -0.42, -0.08, -0.07, -0.24, -0.40, 0.09, -0.31, -0.14, -0.16, -0.12, -0.50, 0.13, -0.10, -0.07, -0.09, -0.25, 0.03, 0.03, 0.07, 0.03, 0.07, 0.07, 0.08, 0.08, 0.10, 0.08, 0.10, 0.10, 0.06, 0.06, 0.09, 0.10, 0.10, 0.08, 0.06, 0.06, 0.07, 0.06, 0.06, 0.11, 0.06, 0.07, 0.12, 0.13, 0.07, 0.08, 0.08, 0.11, 0.07, 0.08, 0.08, 0.08, 0.08, 0.08, -0.12, -0.19, -0.21, -0.22, -0.05, -0.19, -0.21, -0.19, -0.09, 0.09, 0.07, 0.09, 0.12, 0.12, 0.12, 0.10, 0.06, 0.12, 0.12, 0.12, 0.09, 0.09, 0.07, 0.09, -0.11, -0.19, -0.22, -0.22, -0.05, -0.19, -0.22, -0.21, -0.09, 0.09, 0.07, 0.09, 0.12, 0.12, 0.12, 0.10, 0.06, 0.12, 0.12, 0.12, 0.11, 0.09, 0.07, 0.08], "energy_ha": -3341.58598, "gap_ev": 5.8, "total_charge": -1, "multiplicity": 1}